# C37H30KN4O2PS

A structure of composition C37H30KN4O2PS (wB97M-V/def2-TZVPD, OMol25).

Results
- Total energy: -85360.417 eV
- E_LUMO: 4.2 eV
- ΔE to the lowest compared entry with this formula, charge and spin: 100.70 kJ/mol
- HOMO-LUMO gap: 5.61 eV
- Highest occupied orbital energy: -1.38 eV

```
! wB97M-V def2-TZVPD RIJCOSX def2/J DEFGRID3
* xyz -2 1
K 1.416 -0.294 -2.219
C 0.977 -0.870 -5.135
C 1.807 -1.946 -4.765
C 3.090 -1.433 -4.481
C 3.051 -0.036 -4.671
C 1.745 0.311 -5.076
H -0.075 -0.934 -5.381
H 1.511 -2.988 -4.709
H 3.949 -2.007 -4.155
H 3.878 0.650 -4.525
H 1.389 1.312 -5.295
N 2.566 -1.888 6.700
C 2.377 -1.275 5.436
C 1.902 -2.015 4.358
C 1.688 -1.406 3.132
C 1.953 -0.055 2.963
C 2.407 0.688 4.037
C 2.622 0.084 5.265
S 1.592 0.765 1.375
O -1.515 1.743 2.678
O 2.335 2.046 1.430
N 2.187 -0.318 0.295
C 3.471 -0.705 0.310
N 4.316 -0.349 1.315
C 5.560 -0.773 1.225
C 6.043 -1.542 0.175
C 5.103 -1.865 -0.798
N 3.848 -1.484 -0.746
H 2.773 -2.876 6.612
H 3.293 -1.435 7.239
H 1.708 -3.075 4.481
H 1.349 -1.988 2.286
H 2.618 1.737 3.877
H 2.988 0.668 6.104
H 6.218 -0.478 2.041
H 7.073 -1.863 0.115
H 5.379 -2.463 -1.663
C -2.829 -2.165 2.420
C -3.680 -1.127 2.064
C -3.251 -0.152 1.175
C -1.970 -0.203 0.624
C -1.124 -1.248 0.989
C -1.551 -2.219 1.884
P -1.372 1.072 -0.570
C -1.577 2.622 0.398
C -1.568 2.773 1.794
C -1.594 4.045 2.365
C -1.601 5.183 1.583
C -1.571 5.062 0.200
C -1.546 3.798 -0.363
C -2.868 1.119 -1.636
C -3.884 2.038 -1.656
C -4.972 1.867 -2.543
C -5.026 0.786 -3.379
C -3.995 -0.185 -3.376
C -4.025 -1.335 -4.198
C -3.004 -2.244 -4.101
C -1.924 -2.046 -3.208
C -1.802 -0.944 -2.378
C -2.885 -0.019 -2.498
H -3.161 -2.927 3.116
H -4.679 -1.078 2.480
H -3.918 0.655 0.894
H -0.137 -1.297 0.545
H -0.886 -3.028 2.161
H -1.428 0.901 2.205
H -1.585 4.107 3.447
H -1.610 6.161 2.051
H -1.547 5.939 -0.433
H -1.498 3.700 -1.443
H -3.875 2.899 -0.997
H -5.771 2.601 -2.549
H -5.870 0.654 -4.051
H -4.852 -1.482 -4.886
H -3.017 -3.126 -4.737
H -1.140 -2.801 -3.222
*
```